Record 1
Below is an isolated molecule of C2H2BrClN2S in a non-equilibrium geometry, with properties calculated with ωB97M-V/def2-TZVPD.

Each line ends with the Mulliken charge.
CARTESIAN COORDINATES (ANGSTROEM)
S1 2.244 -1.310 -0.803  -0.36
H1 1.244 0.962 -0.982  0.33
Br1 -3.264 0.256 0.078  0.13
C1 0.391 0.626 -0.406  -0.02
H2 1.522 -0.599 1.242  0.32
C2 0.924 -0.699 0.328  -0.16
N1 -1.870 1.453 0.172  -0.39
N2 -0.756 1.162 -0.307  0.33
Cl1 -0.434 -1.851 0.678  -0.18

Values from the calculation:
- energy relative to the best compared isomer or geometry (same formula, charge and spin) (kcal per mole) = 72.0

Record 2
Below is the ion C6H14FN2 with charge +1 in a non-equilibrium geometry, with properties calculated with ωB97M-V/def2-TZVPD.

Each line ends with the Mulliken charge.
CARTESIAN COORDINATES (ANGSTROEM)
H1 -2.046 -2.579 -1.277  0.33
H2 1.795 1.307 1.743  0.37
H3 1.911 -0.521 -0.754  0.33
C1 2.331 0.055 0.053  -1.38
N1 -1.227 -1.384 0.027  -0.34
H4 -1.674 -1.894 0.879  0.33
H5 -0.085 2.302 0.430  0.38
C2 -0.854 -0.109 0.346  1.33
H6 -1.558 -0.883 -1.912  0.35
H7 2.761 -0.615 0.771  0.43
C3 1.254 0.768 0.825  0.12
H8 -1.122 1.261 -1.446  0.37
H9 3.133 0.764 -0.285  0.38
H10 0.656 -1.212 1.201  0.41
H11 1.151 2.224 -0.731  0.36
C4 0.283 -0.199 1.338  -1.04
N2 0.496 1.727 -0.128  0.02
H12 0.154 0.045 -1.431  0.71
H13 -3.064 -1.151 -0.879  0.31
F1 -1.964 0.766 0.889  -0.45
C5 -0.361 0.786 -0.886  -1.73
H14 0.098 0.035 2.372  0.31
C6 -2.068 -1.491 -1.144  -0.87

Values from the calculation:
- SMILES = CN[C@]1(F)C[NH2+][C@H](C)C1
- charge = +1
- energy relative to the best compared isomer or geometry (same formula, charge and spin) (kcal per mole) = 20.3

Record 3
Below is a structure of composition C34H34IN7OSr, with properties calculated with ωB97M-V/def2-TZVPD.

Each line ends with the Mulliken charge.
CARTESIAN COORDINATES (ANGSTROEM)
H1 5.543 2.736 2.453  0.39
H2 0.377 -3.274 1.596  -0.01
C1 2.693 0.491 -0.439  -0.05
N1 1.335 -0.541 -1.860  1.19
C2 -0.613 -1.204 -4.717  -1.42
H3 -2.112 3.504 1.840  0.38
C3 1.147 -1.200 -2.935  -0.27
I1 -0.108 -3.960 -1.288  -0.01
C4 -1.026 3.046 0.050  1.35
H4 3.306 1.945 1.701  0.29
C5 -3.187 1.243 1.552  -0.91
H5 0.387 -3.628 -3.889  0.46
C6 -1.077 2.350 -2.141  -0.29
C7 4.198 1.705 1.138  -0.25
H6 5.078 0.034 -1.655  0.44
C8 -0.451 3.503 -2.577  -0.86
C9 -0.278 -1.599 -3.293  1.39
H7 3.008 -2.186 -3.252  0.36
H8 -1.339 1.551 -2.826  0.30
C10 -2.511 -1.077 -2.766  -0.79
H9 -3.253 -0.840 -2.000  0.31
C11 -0.384 4.227 -0.301  -1.00
H10 -3.985 -1.211 -4.317  0.39
Sr1 -0.447 -0.285 -0.067  1.70
H11 -0.103 4.939 0.464  0.46
N2 2.643 -0.184 -1.564  -1.05
N3 0.255 -1.388 2.401  0.73
C12 -0.370 -3.142 -3.281  -1.38
H12 -2.194 -0.940 -6.091  0.44
H13 -0.230 3.636 -3.626  0.46
C13 -1.348 2.783 1.508  -1.83
N4 -1.757 1.411 1.803  1.49
H14 2.800 -0.733 -4.198  0.35
H15 0.418 5.362 -1.932  0.41
H16 0.180 -1.000 -5.424  0.36
C14 1.420 -2.452 4.688  -0.39
C15 6.576 1.822 0.811  -0.33
N5 -2.872 -1.113 0.970  0.86
H17 0.474 1.370 4.231  0.43
H18 0.651 1.252 2.487  -0.50
H19 -5.511 0.248 2.523  0.48
N6 -1.246 -1.053 -2.349  1.12
C16 -2.935 -1.256 -4.067  -1.55
H20 -3.403 1.668 0.568  0.49
C17 -1.918 -1.152 -5.063  -0.23
C18 -4.550 -2.770 1.352  -0.79
C19 -3.659 -0.193 1.540  0.01
H21 -6.332 -2.096 2.346  0.41
C20 0.583 -2.678 2.478  -0.18
H22 1.878 -2.858 5.581  0.40
O1 1.711 0.799 0.325  -0.49
H23 1.933 -2.208 -4.675  0.54
H24 -1.767 1.812 3.884  0.28
C21 1.164 -3.258 3.592  -0.93
H25 -3.785 1.809 2.282  0.35
C22 0.502 -0.609 3.462  0.01
C23 -0.094 4.457 -1.634  -0.39
C24 2.276 -1.617 -3.829  -2.02
H26 1.414 -4.309 3.589  0.46
C25 0.115 0.841 3.349  0.50
H27 -1.368 -3.453 -3.578  0.57
C26 5.198 0.625 -0.758  -0.26
C27 4.061 0.945 -0.019  0.39
H28 -0.453 3.016 2.085  0.52
H29 -1.926 0.123 3.424  0.57
H30 -2.644 -3.070 0.391  0.18
C28 6.446 1.061 -0.345  -0.73
H31 7.553 2.162 1.131  0.37
C29 5.448 2.143 1.552  -0.76
H32 7.324 0.808 -0.926  0.38
C30 -5.360 -1.823 1.957  -0.52
C31 -4.906 -0.517 2.055  -0.90
N7 -1.364 2.129 -0.853  -0.05
C32 -3.312 -2.367 0.877  -0.45
H33 -4.863 -3.799 1.246  0.44
C33 1.081 -1.110 4.621  -0.99
H34 1.269 -0.448 5.455  0.46
C34 -1.402 1.049 3.179  -1.31

Values from the calculation:
- energy relative to the best compared isomer or geometry (same formula, charge and spin) (kcal per mole) = 28.5

Record 4
Below is a structure of composition C22H22CdFI2N3O5S4 in a non-equilibrium geometry, with properties calculated with ωB97M-V/def2-TZVPD.

Each line ends with the Mulliken charge.
CARTESIAN COORDINATES (ANGSTROEM)
C1 3.844 -4.134 0.709  -0.75
C2 -0.898 -1.964 -0.183  -0.10
C3 -2.974 3.168 -1.770  1.30
H1 -4.979 3.378 -2.471  0.35
F1 -1.107 5.445 0.328  -0.38
N1 -2.950 0.743 -1.834  0.17
H2 -5.468 1.387 -1.309  0.36
I1 3.213 3.176 4.518  -0.03
H3 -2.758 5.300 -1.616  0.48
H4 2.307 -0.869 -0.413  0.35
C4 -1.575 4.273 -0.163  0.00
Cd1 1.004 -0.785 2.481  1.72
C5 -1.232 0.605 0.424  0.69
H5 -3.773 4.080 -3.536  0.43
C6 -2.360 -0.425 -1.439  -0.19
H6 -2.598 -1.310 -2.019  0.47
H7 -3.025 1.878 -4.266  0.34
H8 -6.218 0.648 -2.744  0.40
O1 5.232 -5.752 -1.163  -0.65
C7 4.085 -3.739 -0.605  1.27
C8 -3.980 3.224 -2.890  -1.27
H9 -3.910 -0.184 -3.406  0.51
O2 -0.731 0.595 1.541  -0.60
H10 3.624 -2.142 -2.015  0.11
C9 -2.539 1.932 -1.264  -0.34
H11 4.739 -3.341 -3.083  0.19
H12 5.644 -4.775 -3.357  0.25
C10 2.610 1.375 1.054  -0.79
H13 -0.486 3.034 1.216  0.65
O3 2.025 1.070 2.256  -0.53
C11 3.527 -2.524 -1.006  -0.85
C12 -1.168 3.081 0.375  -1.04
H14 -5.416 -0.360 -1.526  0.38
H15 1.910 1.293 0.192  0.06
C13 2.793 -1.784 -0.100  -0.49
H16 1.509 2.084 6.220  0.42
C14 1.601 1.957 5.149  -0.32
H17 -4.784 1.922 -4.419  0.45
N2 2.622 -2.138 1.169  0.21
H18 3.486 0.733 0.826  0.27
C15 -2.471 4.333 -1.221  -0.69
C16 3.131 -3.303 1.556  -0.23
S1 0.031 -3.236 4.931  -0.22
S2 -0.553 -1.376 4.447  -0.44
C17 -4.042 0.712 -2.794  -0.19
O4 -0.149 -2.119 0.805  -0.59
H19 2.956 -3.582 2.590  0.21
S3 2.947 -1.550 4.610  -0.48
C18 -5.376 0.594 -2.051  -1.48
C19 -1.647 1.894 -0.181  0.38
H20 4.214 -5.091 1.048  0.46
O5 -1.208 -2.800 -1.050  -0.83
I2 -0.256 2.523 4.286  0.09
C20 4.872 -4.635 -1.487  0.20
N3 5.245 -4.121 -2.706  -0.36
H21 2.983 2.420 1.057  0.23
H22 1.820 0.934 4.870  -0.20
C21 -3.960 1.936 -3.703  -1.03
S4 2.128 -3.130 5.535  -0.26
C22 -1.508 -0.552 -0.401  -0.04

Values from the calculation:
- charge = -2
- energy relative to the best compared isomer or geometry (same formula, charge and spin) (kcal per mole) = 50.6

Record 5
Below is a structure of composition C42H84NO12Rb3 in a non-equilibrium geometry, with properties calculated with ωB97M-V/def2-TZVPD.

Each line ends with the Mulliken charge.
CARTESIAN COORDINATES (ANGSTROEM)
C1 18.122 -4.290 1.814  0.77
C2 18.819 -5.817 -6.123  3.61
H1 22.231 -3.129 -1.517  -0.12
Rb1 14.171 -2.993 -6.039  1.01
O1 22.363 -1.989 -3.801  -0.34
C3 16.637 -10.529 -5.949  0.83
O2 22.056 -9.075 -11.564  -0.54
H2 17.405 1.128 -1.226  0.33
H3 17.962 -5.820 -8.094  0.29
O3 27.233 -4.551 -4.253  -0.55
H4 17.805 -6.032 -3.099  0.10
H5 22.719 -3.557 -11.501  0.40
H6 19.410 -6.832 -7.978  -0.01
H7 22.361 -3.967 -9.860  0.10
H8 20.210 -10.333 -1.664  0.46
O4 24.041 -5.235 -0.150  -0.56
H9 20.875 -5.055 -6.180  -0.24
C4 24.907 -4.770 -3.825  -0.01
H10 22.395 -6.262 -1.668  -0.07
H11 25.203 -4.663 -2.784  0.27
H12 17.540 -2.955 3.408  0.37
H13 13.887 -7.769 -3.880  0.20
C5 22.827 0.351 -6.148  -1.22
H14 20.039 -3.245 -4.103  -0.08
H15 19.523 -5.097 -8.099  0.37
H16 18.028 -2.244 0.902  0.45
H17 19.491 -4.132 -2.668  -0.36
H18 11.889 -8.984 -3.470  0.28
H19 21.079 -5.359 -1.074  -0.15
H20 20.251 -11.283 -10.234  0.34
H21 17.423 1.560 -2.918  0.30
C6 25.837 -3.931 -6.098  -0.87
C7 17.837 -3.300 0.712  -0.49
H22 22.874 -4.463 2.179  0.40
C8 19.553 -4.161 -3.761  -0.89
C9 22.868 -5.269 0.139  0.42
O5 15.982 -9.513 -5.818  -0.41
H23 16.614 -2.587 -4.597  -0.51
C10 17.278 -5.137 -3.422  -2.05
H24 23.543 0.847 -6.806  0.40
C11 17.005 -11.103 -7.298  -0.85
O6 22.348 -9.089 -1.400  -0.56
H25 14.747 -6.903 -2.622  0.15
H26 21.008 -2.318 -12.741  0.40
H27 16.486 -12.066 -4.467  0.39
C12 21.738 -9.075 -2.439  0.96
C13 17.581 -2.780 -4.139  -1.57
O7 13.457 -8.094 -0.723  -0.53
H28 21.236 0.380 -2.040  0.46
H29 22.167 -3.365 0.990  0.14
C14 16.877 0.983 -2.169  -0.42
H30 16.875 -0.061 -2.477  -0.07
H31 17.248 -10.607 -3.881  0.27
O8 14.599 0.926 -1.483  -0.57
H32 19.933 -0.620 -2.637  0.26
C15 21.984 -4.068 -10.881  -0.84
H33 21.457 -5.069 -3.876  0.16
H34 23.223 -1.755 -1.161  0.45
C16 20.432 -5.361 -4.119  0.61
H35 18.166 -11.668 -4.895  0.40
C17 20.334 -9.640 -2.497  -1.03
C18 20.241 -5.720 -5.578  -1.70
H36 18.449 -3.520 -0.167  -0.24
C19 18.954 -5.905 -7.633  -2.29
H37 23.700 -2.256 -7.643  0.55
H38 19.545 -8.887 -2.427  0.12
H39 23.587 -2.215 -5.859  -0.30
C20 21.883 -6.018 -0.732  -0.11
H40 11.184 -8.324 -2.010  0.30
H41 14.567 2.473 -3.702  0.25
H42 21.693 -7.833 -4.170  -0.44
C21 21.860 -1.487 -2.818  0.64
C22 20.612 -3.459 -10.953  0.69
H43 20.035 -3.758 -12.929  0.32
H44 17.322 -12.140 -7.270  0.38
H45 19.708 -8.117 -10.397  0.31
C23 15.474 1.540 -2.048  0.57
C24 15.138 2.790 -2.824  -1.05
H46 26.806 -3.880 -6.599  0.40
C25 13.293 -8.315 -1.897  0.50
O9 16.780 -4.519 -6.337  -0.92
H47 11.875 -9.913 -1.931  0.31
C26 22.289 -0.841 -6.881  0.76
C27 18.153 -7.092 -5.601  -1.05
H48 18.495 -7.339 -4.595  -0.23
C28 18.118 -4.198 -4.317  2.81
H49 16.363 -5.438 -3.941  0.42
H50 21.334 -4.797 1.565  0.19
Rb2 15.085 -7.162 -7.541  0.99
H51 20.055 -9.093 -9.009  0.09
H52 21.777 -11.543 -11.112  0.35
C29 26.119 -4.477 -4.702  0.52
H53 16.006 3.380 -3.107  0.34
H54 21.962 -5.130 -11.129  0.26
H55 25.571 -2.885 -5.978  0.15
H56 21.553 -1.730 -0.649  0.47
H57 16.945 -4.652 -2.500  0.50
C30 20.202 -2.890 -12.281  -1.28
C31 20.535 -8.555 -9.835  -0.47
H58 21.054 0.169 -3.838  0.16
H59 15.132 -8.628 -3.046  0.11
H60 21.138 -7.763 -9.392  0.23
H61 20.124 -10.243 -3.387  0.26
H62 17.073 -7.064 -5.623  -0.30
H63 18.253 -2.016 -4.551  0.43
H64 22.004 1.047 -5.969  0.33
C32 17.165 -11.259 -4.753  -1.24
C33 22.340 -8.600 -3.738  -0.48
H65 23.236 0.117 -5.169  0.21
H66 17.844 -10.498 -7.658  0.02
C34 14.355 -7.880 -2.891  -0.30
C35 21.376 -9.502 -10.665  0.51
H67 18.078 -4.578 3.959  0.36
H68 17.495 -2.538 -3.078  0.33
O10 18.702 -5.318 1.547  -0.53
Rb3 18.349 -2.521 -7.851  0.85
C36 17.564 -4.020 3.181  -1.31
H69 16.526 -4.371 3.203  0.32
C37 22.211 -2.039 -1.461  -0.80
H70 14.409 3.422 -2.317  0.35
N1 18.093 -4.571 -5.741  0.91
H71 25.118 -4.539 -6.639  0.30
C38 21.289 -10.970 -10.324  -1.14
H72 18.509 -7.977 -6.142  0.22
H73 22.256 -9.456 -4.412  0.57
H74 19.314 -2.263 -12.289  0.32
H75 16.168 -10.937 -7.978  0.31
H76 24.079 -4.087 -4.022  -0.23
H77 21.876 -11.157 -9.422  0.30
C39 12.007 -8.934 -2.390  -0.99
C40 20.950 -0.284 -2.855  -1.22
H78 20.752 -6.668 -5.807  0.46
H79 23.342 -8.233 -3.539  0.23
H80 22.285 -2.946 -6.882  -0.19
O11 21.287 -0.757 -7.568  -0.67
H81 16.800 -3.468 0.406  0.33
C41 23.032 -2.159 -6.784  0.16
H82 21.555 -6.953 -0.285  0.59
C42 22.310 -4.413 1.246  -0.83
H83 20.272 -6.228 -3.470  -0.16
O12 19.853 -3.509 -10.003  -0.35
H84 24.630 -5.809 -4.024  0.11

Values from the calculation:
- charge = +2
- energy relative to the best compared isomer or geometry (same formula, charge and spin) (kcal per mole) = 0.0

Record 6
Below is an isolated molecule of C2H4N4O in a non-equilibrium geometry, with properties calculated with ωB97M-V/def2-TZVPD.

Each line ends with the Mulliken charge.
CARTESIAN COORDINATES (ANGSTROEM)
H1 -1.540 1.553 -0.257  0.36
O1 -2.324 -0.377 0.095  -0.47
H2 0.297 -1.752 -0.633  0.35
N1 0.140 -0.972 0.101  -0.31
H3 3.156 0.427 -0.275  0.30
N2 0.627 1.217 0.153  -0.47
H4 -2.631 -0.057 1.118  0.34
N3 2.490 -0.499 0.016  -0.65
C1 -0.516 0.965 -0.246  -0.03
N4 -0.974 -0.382 -0.284  0.10
C2 1.276 -0.124 0.212  0.48

Values from the calculation:
- SMILES = [H]/N=c1\ncn(O)[nH]1
- energy relative to the best compared isomer or geometry (same formula, charge and spin) (kcal per mole) = 136.8

Number 1: HOMO -7.9 eV. Number 2: HOMO -13.7 eV. Number 3: HOMO -6.0 eV. Number 4: HOMO -0.2 eV. Number 5: HOMO -11.8 eV. Number 6: HOMO -9.1 eV.